(1)
37
Properties=species:S:1:pos:R:3 method="wB97M-V/def2-TZVPD" largest_force_ev_per_a=0.539 e_above_lowest_kcal_mol=0.00 homo_ev=-13.275 total_energy_ha=-4150.09661 homo_lumo_gap_ev=9.50 charge=+1
Rh 0.73 0.23 -0.05
N -1.22 0.99 0.01
C -1.86 1.81 1.09
C -0.92 2.28 2.19
C -0.62 1.24 3.27
C -0.29 -0.16 2.79
N 0.92 -0.20 1.92
H -1.21 1.54 -0.85
H -1.82 0.19 -0.21
H -2.69 1.23 1.50
H -2.30 2.68 0.60
H -1.40 3.13 2.67
H -0.01 2.66 1.74
H -1.49 1.14 3.93
H 0.19 1.61 3.90
H -1.10 -0.62 2.23
H -0.10 -0.79 3.66
H 1.25 -1.17 1.89
H 1.68 0.34 2.34
O -1.01 -1.53 -2.99
Cl 0.12 -1.23 -2.22
O 1.31 -1.86 -2.64
O -0.15 -1.54 -0.76
O 0.36 0.26 -2.13
Br 2.51 -2.98 0.27
C 3.37 -1.43 -0.36
C 4.67 -1.53 -0.81
C 5.35 -0.37 -1.15
C 4.72 0.86 -0.97
C 3.42 0.87 -0.53
N 2.73 -0.26 -0.28
C 2.72 2.17 -0.19
O 3.29 3.22 -0.30
O 1.49 2.02 0.27
H 5.14 -2.50 -0.87
H 6.36 -0.42 -1.51
H 5.21 1.81 -1.16

=====

(2)
61
Properties=species:S:1:pos:R:3 method="wB97M-V/def2-TZVPD" s_squared=3.754 largest_force_ev_per_a=4.451 homo_ev="-1.198 / -2.865" total_energy_ha=-3559.26778 homo_lumo_gap_ev="3.80 / 5.46" multiplicity=4 charge=-1
V -0.23 -0.37 0.69
F 0.78 1.23 1.49
O -1.31 -1.88 -0.54
C -1.71 -2.94 0.33
C -1.35 -2.72 1.92
O -0.46 -1.72 2.37
H -1.27 -3.85 -0.09
H -2.79 -3.03 0.23
H -1.14 -3.73 2.27
H -2.21 -2.49 2.55
C 2.83 -2.99 1.97
O 2.89 -3.21 0.50
P 2.69 -1.94 -0.50
O 1.60 -1.02 0.01
O 2.55 -2.65 -1.94
C 1.62 -3.63 -2.26
O 4.05 -1.06 -0.47
C 5.31 -1.68 -0.69
H 3.89 -3.06 2.23
H 2.24 -3.80 2.39
H 2.39 -2.07 2.36
H 1.40 -4.28 -1.41
H 1.89 -4.20 -3.15
H 0.73 -3.05 -2.50
H 5.34 -2.71 -1.02
H 5.88 -1.66 0.24
H 5.79 -1.08 -1.47
C -5.08 2.73 2.67
O -4.22 2.17 1.72
P -2.67 1.74 2.03
O -1.96 0.84 1.11
O -2.03 3.23 2.20
C -1.63 3.86 0.96
O -2.76 1.17 3.52
C -1.59 0.87 4.21
H -6.12 2.72 2.35
H -4.88 3.79 2.82
H -5.11 2.37 3.70
H -0.90 4.65 1.11
H -2.44 4.45 0.51
H -1.24 3.26 0.14
H -1.69 -0.21 4.34
H -1.81 1.34 5.17
H -0.62 1.22 3.86
C 2.63 2.03 -2.13
O 1.62 1.59 -3.04
P 0.12 1.41 -2.51
O -0.09 0.91 -1.13
O -0.45 2.89 -2.89
C -1.77 3.34 -2.73
O -0.48 0.37 -3.63
C 0.19 -0.84 -3.88
H 2.54 2.06 -1.04
H 2.81 2.99 -2.61
H 3.57 1.57 -2.42
H -2.21 3.57 -3.70
H -1.81 4.24 -2.11
H -2.39 2.61 -2.20
H -0.44 -1.71 -3.70
H 1.10 -0.83 -3.29
H 0.43 -0.78 -4.94

=====

(3)
17
Properties=species:S:1:pos:R:3 method="wB97M-V/def2-TZVPD" largest_force_ev_per_a=1.950 e_above_lowest_kcal_mol=16.13 homo_ev=0.540 total_energy_ha=-384.00598 homo_lumo_gap_ev=6.44 charge=-2
C 1.14 2.13 -1.09
O 1.70 2.32 -2.31
C 1.05 0.62 -0.65
C -0.06 0.36 0.35
C 0.10 -1.04 1.08
O -1.13 -1.57 1.53
H 1.73 2.60 -0.24
H 0.14 2.57 -0.92
H 2.01 0.35 -0.18
H 1.04 0.07 -1.59
H -0.16 1.14 1.11
H -1.12 0.37 0.03
H 0.69 -0.89 2.00
H 0.50 -1.78 0.38
H -3.35 -2.58 0.05
H -1.84 -2.02 0.68
O -2.43 -2.64 -0.24

=====

(4)
80
Properties=species:S:1:pos:R:3 method="wB97M-V/def2-TZVPD" largest_force_ev_per_a=2.260 homo_ev=-5.717 total_energy_ha=-3388.66350 homo_lumo_gap_ev=6.03 charge=-1
C -2.21 -0.53 -5.12
C -2.83 -0.22 -3.77
O -4.24 0.01 -3.81
C -5.01 -1.02 -4.29
O -5.30 -1.08 -5.48
C -5.57 -1.99 -3.28
C -4.55 -2.64 -2.35
C -3.63 -3.55 -3.16
S -2.61 -4.54 -2.10
O -1.98 -3.57 -1.22
O -3.40 -5.54 -1.45
N -1.44 -5.11 -3.03
S -1.83 -6.33 -3.98
O -1.37 -7.60 -3.46
O -3.22 -6.33 -4.44
P -0.61 -6.06 -5.76
N -1.69 -6.67 -6.94
O -0.69 -4.43 -6.04
H -1.28 0.01 -5.24
H -2.88 -0.19 -5.90
H -2.01 -1.59 -5.28
H -2.56 -0.96 -3.03
H -2.40 0.71 -3.41
H -6.36 -1.50 -2.72
H -6.06 -2.78 -3.85
H -5.10 -3.22 -1.62
H -3.99 -1.88 -1.81
H -2.94 -2.93 -3.72
H -4.21 -4.16 -3.83
H -1.99 -5.90 -7.52
H -2.54 -7.00 -6.47
H 0.21 -4.14 -6.21
C -0.25 -2.52 2.42
C -0.56 -2.33 1.08
C -0.89 -1.07 0.61
C -0.92 0.01 1.49
C -0.63 -0.19 2.84
C -0.29 -1.45 3.30
C -0.69 0.94 3.81
O -0.42 0.78 4.98
C -1.08 2.29 3.29
C -1.19 3.35 4.19
C -1.54 4.60 3.73
C -1.78 4.81 2.37
C -1.68 3.75 1.48
C -1.34 2.49 1.94
C -1.26 1.36 0.96
O -1.46 1.55 -0.22
H 0.01 -3.51 2.78
H -0.55 -3.17 0.39
H -1.12 -0.93 -0.43
H -0.05 -1.59 4.35
H -1.00 3.18 5.24
H -1.63 5.42 4.42
H -2.05 5.79 2.01
H -1.86 3.91 0.43
C 6.25 6.32 4.57
C 7.34 5.99 3.76
C 7.29 4.85 2.97
C 6.16 4.04 2.99
C 5.08 4.37 3.81
C 5.13 5.51 4.59
C 3.88 3.49 3.88
O 2.94 3.78 4.59
C 3.87 2.25 3.06
C 2.78 1.38 3.15
C 2.75 0.23 2.38
C 3.80 -0.06 1.51
C 4.89 0.79 1.43
C 4.93 1.94 2.20
C 6.12 2.83 2.12
O 7.04 2.58 1.37
H 6.29 7.21 5.18
H 8.22 6.61 3.75
H 8.13 4.59 2.34
H 4.29 5.77 5.22
H 1.97 1.62 3.82
H 1.91 -0.44 2.45
H 3.77 -0.96 0.91
H 5.71 0.57 0.76

=====

(5)
64
Properties=species:S:1:pos:R:3 method="wB97M-V/def2-TZVPD" largest_force_ev_per_a=0.905 homo_ev=-9.358 total_energy_ha=-2593.86646 smiles="COCCCOC(=O)N(CCCC(F)(F)C(F)(F)F)[C@@H](Cl)[C@H](C)Cl.CC(C)=O.CC(C)=O" homo_lumo_gap_ev=9.91
C -0.91 0.22 -2.82
O -0.83 -1.10 -3.32
C -1.14 -2.13 -2.41
C -0.30 -3.37 -2.73
C 1.16 -3.12 -3.07
O 2.01 -3.09 -1.90
C 1.91 -2.02 -1.10
O 1.54 -0.94 -1.46
N 2.33 -2.28 0.22
C 3.62 -1.68 0.57
C 3.61 -0.15 0.46
C 4.67 0.50 1.36
C 4.28 0.77 2.79
F 5.28 1.46 3.39
F 4.11 -0.37 3.50
C 3.00 1.62 2.99
F 2.96 2.14 4.22
F 1.89 0.89 2.82
F 2.98 2.63 2.11
C 2.13 -3.61 0.69
Cl 3.47 -4.78 0.28
C 1.93 -3.74 2.22
C 1.00 -4.91 2.52
Cl 1.25 -2.25 2.93
H -0.03 0.77 -3.14
H -1.81 0.71 -3.20
H -0.93 0.22 -1.72
H -2.20 -2.40 -2.51
H -0.99 -1.81 -1.38
H -0.35 -4.07 -1.89
H -0.74 -3.89 -3.58
H 1.55 -3.95 -3.65
H 1.28 -2.20 -3.65
H 3.85 -1.97 1.60
H 4.41 -2.09 -0.07
H 2.60 0.21 0.67
H 3.83 0.15 -0.57
H 5.00 1.45 0.94
H 5.55 -0.16 1.43
H 1.24 -4.01 0.19
H 2.90 -3.90 2.69
H 0.96 -5.11 3.59
H -0.01 -4.66 2.18
H 1.33 -5.80 1.99
C -5.27 1.37 -3.53
C -4.94 1.61 -2.08
C -5.41 2.91 -1.47
O -4.31 0.80 -1.43
H -4.88 0.40 -3.85
H -6.35 1.38 -3.67
H -4.84 2.16 -4.15
H -6.50 2.98 -1.55
H -4.98 3.75 -2.02
H -5.11 2.97 -0.43
C -1.89 5.61 1.09
C -3.17 5.01 1.62
C -3.22 4.75 3.11
O -4.10 4.75 0.89
H -1.97 5.75 0.01
H -1.70 6.57 1.57
H -1.05 4.96 1.31
H -3.08 5.69 3.65
H -2.42 4.07 3.40
H -4.18 4.32 3.37

=====

(6)
106
Properties=species:S:1:pos:R:3 method="wB97M-V/def2-TZVPD" largest_force_ev_per_a=1.926 homo_ev=-9.447 total_energy_ha=-3608.33870 homo_lumo_gap_ev=8.50
C 11.29 -0.44 -1.92
Si 9.46 -0.69 -2.41
C 8.46 -0.39 -0.83
C 9.12 0.54 -3.81
C 7.69 0.59 -4.39
C 6.61 1.07 -3.42
F 7.10 1.90 -2.46
F 6.04 -0.02 -2.85
O 5.67 1.82 -4.14
S 4.13 1.99 -3.47
O 3.40 0.80 -3.80
O 4.30 1.97 -1.84
C 9.22 -2.50 -2.87
C 8.63 -2.99 -4.03
C 8.47 -4.34 -4.26
C 8.91 -5.25 -3.33
C 9.55 -4.80 -2.19
C 9.69 -3.45 -1.97
H 11.77 0.26 -2.61
H 11.83 -1.38 -1.83
H 11.30 0.07 -0.95
H 7.48 -0.87 -0.84
H 8.41 0.68 -0.56
H 9.04 -0.86 -0.01
H 9.84 0.33 -4.62
H 9.41 1.54 -3.43
H 7.35 -0.35 -4.83
H 7.70 1.32 -5.21
H 4.93 2.65 -1.55
H 8.26 -2.30 -4.79
H 7.97 -4.66 -5.17
H 8.77 -6.31 -3.53
H 9.90 -5.54 -1.47
H 10.20 -3.14 -1.06
C 0.78 -0.65 -4.51
C 0.01 -1.28 -5.48
C -1.37 -1.12 -5.49
C -1.98 -0.33 -4.52
C -1.20 0.29 -3.54
C 0.18 0.13 -3.55
C -1.84 1.09 -2.46
O -1.15 1.62 -1.61
C -3.32 1.21 -2.44
C -3.93 1.91 -1.41
C -5.31 2.05 -1.38
C -6.08 1.49 -2.40
C -5.48 0.79 -3.43
C -4.09 0.64 -3.45
C -3.46 -0.15 -4.54
O -4.13 -0.64 -5.42
H 1.86 -0.77 -4.51
H 0.48 -1.90 -6.23
H -1.97 -1.61 -6.24
H 0.78 0.62 -2.79
H -3.33 2.35 -0.62
H -5.79 2.59 -0.58
H -7.16 1.60 -2.38
H -6.08 0.35 -4.21
C 1.24 -0.75 1.10
C 1.66 0.57 1.11
C 1.19 1.45 2.07
C 0.28 1.00 3.02
C -0.17 -0.32 2.99
C 0.33 -1.20 2.04
C -1.19 -0.80 3.97
O -1.58 -1.95 3.94
C -1.73 0.17 4.96
C -2.73 -0.24 5.83
C -3.24 0.64 6.77
C -2.74 1.94 6.84
C -1.75 2.36 5.97
C -1.25 1.48 5.02
C -0.21 1.95 4.06
O 0.22 3.09 4.12
H 1.62 -1.44 0.35
H 2.37 0.92 0.36
H 1.53 2.47 2.08
H -0.01 -2.23 2.02
H -3.11 -1.25 5.78
H -4.02 0.32 7.44
H -3.13 2.63 7.58
H -1.37 3.37 6.03
C -4.96 -0.83 2.44
C -5.76 -1.39 1.44
C -7.13 -1.18 1.44
C -7.71 -0.40 2.44
C -6.91 0.15 3.45
C -5.54 -0.06 3.43
C -7.52 0.94 4.55
O -6.83 1.42 5.43
C -9.00 1.12 4.56
C -9.60 1.81 5.61
C -10.97 2.00 5.63
C -11.75 1.50 4.59
C -11.17 0.81 3.54
C -9.79 0.61 3.53
C -9.18 -0.16 2.41
O -9.86 -0.60 1.51
H -3.89 -0.99 2.43
H -5.31 -2.00 0.67
H -7.75 -1.61 0.67
H -4.92 0.38 4.21
H -8.99 2.19 6.42
H -11.43 2.53 6.45
H -12.82 1.66 4.60
H -11.78 0.43 2.74

=====

(7)
89
Properties=species:S:1:pos:R:3 method="wB97M-V/def2-TZVPD" largest_force_ev_per_a=2.712 e_above_lowest_kcal_mol=3.18 homo_ev=-6.925 total_energy_ha=-5535.15003 homo_lumo_gap_ev=6.76
Ta 1.19 1.58 0.92
S 0.18 -0.03 2.53
C 1.52 -0.89 3.26
C 1.25 -2.08 3.95
C 2.26 -2.80 4.55
C 3.58 -2.36 4.49
C 3.87 -1.19 3.80
C 2.85 -0.48 3.17
S 3.26 1.01 2.30
C 4.29 0.39 0.93
C 3.79 0.84 -0.42
C 4.35 0.33 -1.53
C 3.87 0.78 -2.81
C 3.07 1.85 -2.87
C 2.69 2.54 -1.65
C 2.32 3.83 -1.63
S -0.54 2.78 -0.69
C -1.34 3.90 0.47
C -2.56 4.45 0.11
C -3.19 5.37 0.94
C -2.57 5.75 2.12
C -1.34 5.22 2.47
C -0.72 4.28 1.66
S 0.84 3.62 2.18
N 2.79 1.79 -0.44
H 0.22 -2.42 3.99
H 2.03 -3.72 5.07
H 4.37 -2.91 4.97
H 4.88 -0.82 3.75
H 4.34 -0.70 1.00
H 5.29 0.80 1.09
H 5.12 -0.43 -1.46
H 4.21 0.28 -3.71
H 2.75 2.29 -3.81
H 2.17 4.37 -2.56
H 2.17 4.36 -0.70
H -3.03 4.14 -0.82
H -4.16 5.77 0.66
H -3.05 6.47 2.77
H -0.85 5.52 3.39
N 1.54 -1.04 -0.19
C 2.42 -2.10 -0.49
C 2.93 -2.91 0.52
C 3.81 -3.93 0.22
C 4.19 -4.17 -1.10
C 3.68 -3.37 -2.11
C 2.79 -2.34 -1.81
H 0.86 -1.30 0.53
H 1.05 -0.71 -1.01
H 2.63 -2.73 1.55
H 4.19 -4.56 1.02
H 4.88 -4.97 -1.33
H 3.96 -3.55 -3.14
H 2.39 -1.72 -2.60
C -0.59 1.21 0.05
Ge -1.97 -0.03 -0.56
C -1.84 -1.91 0.07
C -1.04 -2.87 -0.55
C -1.00 -4.18 -0.09
C -1.79 -4.56 0.99
C -2.61 -3.62 1.60
C -2.63 -2.30 1.15
C -3.66 0.66 0.15
C -4.87 0.27 -0.42
C -6.08 0.74 0.08
C -6.08 1.61 1.16
C -4.89 2.00 1.75
C -3.68 1.53 1.24
C -2.12 -0.06 -2.53
C -2.14 -1.25 -3.26
C -2.25 -1.25 -4.64
C -2.37 -0.05 -5.33
C -2.40 1.15 -4.62
C -2.28 1.14 -3.24
H -0.42 -2.61 -1.40
H -0.35 -4.90 -0.57
H -1.77 -5.58 1.34
H -3.24 -3.91 2.43
H -3.26 -1.57 1.64
H -4.86 -0.41 -1.27
H -7.01 0.43 -0.37
H -7.02 1.98 1.56
H -4.89 2.68 2.59
H -2.75 1.83 1.70
H -2.09 -2.19 -2.73
H -2.25 -2.18 -5.18
H -2.45 -0.04 -6.41
H -2.51 2.09 -5.15
H -2.32 2.08 -2.70

=====

(8)
40
Properties=species:S:1:pos:R:3 method="wB97M-V/def2-TZVPD" largest_force_ev_per_a=0.926 homo_ev="-11.533 / -11.491" total_energy_ha=-2529.35961 homo_lumo_gap_ev="9.27 / 9.23" charge=+1
Mn 0.09 0.46 0.55
C -1.52 -1.90 0.78
C -0.67 -2.23 -0.44
N 0.13 -1.06 -0.91
C 1.52 -1.43 -1.27
C 2.38 -1.74 -0.05
S 2.27 -0.40 1.18
C 1.63 -1.24 2.66
C 0.30 -1.95 2.44
N -0.72 -1.12 1.75
H -1.89 -2.83 1.22
H -2.38 -1.29 0.49
H -1.33 -2.59 -1.23
H 0.01 -3.05 -0.22
H -0.32 -0.71 -1.75
H 1.94 -0.59 -1.82
H 1.53 -2.30 -1.94
H 3.42 -1.83 -0.36
H 2.10 -2.67 0.43
H 1.54 -0.43 3.39
H 2.38 -1.94 3.03
H -0.07 -2.29 3.40
H 0.47 -2.84 1.84
H -1.34 -0.73 2.45
F -1.06 1.92 2.01
B -1.59 1.35 0.86
F -2.92 1.35 0.80
C -1.19 1.52 -2.68
Si -0.64 2.15 -1.02
C 1.24 2.40 -0.97
C -1.44 3.80 -0.68
H -1.24 2.37 -3.37
H -2.19 1.09 -2.62
H -0.52 0.79 -3.13
H 1.43 3.19 -1.70
H 1.83 1.54 -1.26
H 1.60 2.77 0.00
H -1.12 4.50 -1.45
H -1.14 4.20 0.29
H -2.53 3.75 -0.70